A 2-piece molecular cluster, ClNO2S overall at a distorted geometry. Source: the Open Molecules 2025 dataset; level of theory: ωB97M-V/def2-TZVPD.

Structure (ORCA input):
```
! wB97M-V def2-TZVPD RIJCOSX def2/J DEFGRID3
* xyz 0 1
N -0.57419 0.00896 0.13586
O -1.41368 -0.78144 0.29750
O -0.42037 1.15771 0.00178
S 1.92536 -1.12843 -0.00909
Cl 2.95846 0.52809 0.31830
*
```

Properties
HOMO energy (alpha / beta) = -9.24 / -9.24 eV
relative energy (zero: lowest compared OMol25 entry of this formula, charge and spin) = 45.0 kcal per mole
LUMO level (alpha / beta) = -2.8 / -2.9 eV
F_max = 0.0628 hartree/bohr